Entry from the OMol25 dataset: a single C4H7NS molecule at a distorted geometry (ωB97M-V/def2-TZVPD).

Properties
energy above the lowest of the compared OMol25 structures with the same formula, charge and spin = 0.792 eV
total charge = 0
LUMO level = 0.15 eV
SMILES = C/C(N)=C\C=S

Positions of all 13 atoms, in Å:
C1 0.86818 1.16279 -0.01740
C2 0.38061 -0.24234 -0.01378
C3 -0.90170 -0.70447 0.00101
C4 -2.02704 0.20666 0.03214
H1 1.35824 1.41500 0.93708
H2 0.08618 1.89603 -0.20636
H3 1.60438 1.23775 -0.82409
H4 2.37923 -0.89690 0.08108
H5 1.24308 -2.16848 0.00201
H6 -1.06392 -1.77166 0.07045
H7 -1.78684 1.27661 0.00648
N1 1.43893 -1.15679 -0.04182
S1 -3.57933 -0.25421 -0.02679



Entry from the OMol25 dataset: a gas-phase ion, C6H8N (charge +1) at a distorted geometry (ωB97M-V/def2-TZVPD).

Properties
energy above the lowest of the compared OMol25 structures with the same formula, charge and spin = 7.005 eV
total charge = +1
LUMO level = -4.53 eV
SMILES = C=CC(=C)C#C[NH3+]

Positions of all 15 atoms, in Å:
C1 1.40271 0.21306 0.01501
C2 0.14041 0.87150 -0.17268
C3 2.49134 0.94110 -0.20629
C4 -0.22476 -1.64270 0.35626
C5 1.05301 -1.21809 0.17386
C6 -0.98010 0.44473 -0.13140
N1 -2.40135 0.76108 -0.14109
H1 3.55705 0.65847 -0.15285
H2 2.56535 2.03598 -0.39049
H3 -1.00208 -1.15826 1.00975
H4 -0.36543 -2.73924 0.24250
H5 1.83116 -1.86554 -0.14547
H6 -2.37372 1.82986 -0.28770
H7 -2.81628 0.45786 0.79016
H8 -2.87731 0.41019 -0.95958



Entry from the OMol25 dataset: a molecular structure, C24H29GeN9O4SSbSe4Zr at a distorted geometry (ωB97M-V/def2-TZVPD).

Properties
energy above the lowest of the compared OMol25 structures with the same formula, charge and spin = 0.851 eV
total charge = -2
LUMO level (alpha / beta) = 3.36 / 3.36 eV
⟨S²⟩ = 0.766
multiplicity = 2

Positions of all 74 atoms, in Å:
Zr1 11.22834 12.56620 13.66049
N1 14.46043 11.44754 12.27285
C1 13.55745 10.42086 12.23213
N2 13.71317 9.38987 11.40551
C2 12.51245 8.71520 11.25270
N3 12.33430 7.73574 10.26783
N4 11.44137 8.76291 12.04588
C3 11.63565 9.58245 13.13141
N5 12.54918 10.59389 13.10493
C4 10.73391 9.51767 14.21686
C5 9.89379 8.39512 14.39826
C6 9.02517 8.41822 15.42857
C7 9.02480 9.51813 16.30766
C8 9.86530 10.57566 16.08372
N6 10.66925 10.60026 15.02699
H1 15.33924 11.33597 11.83005
H2 14.39798 12.11397 13.01639
H3 12.73116 7.92231 9.36185
H4 11.38234 7.47741 10.21934
H5 9.95824 7.57432 13.68337
H6 8.32689 7.60537 15.63514
H7 8.28905 9.55877 17.08217
H8 9.78444 11.49819 16.61901
O1 12.57881 19.19506 12.73510
C9 13.06945 18.04119 13.27621
O2 14.13779 18.07465 13.81743
C10 12.17421 16.88676 13.13174
C11 10.86691 16.95614 12.70134
N7 10.41910 15.73556 12.56014
N8 11.33490 14.83954 12.93429
C12 12.39625 15.49787 13.33715
C13 13.57025 14.60832 13.77495
O3 14.72184 14.95168 13.69152
O4 13.15260 13.42937 14.17546
H9 11.80840 19.02443 12.18338
H10 10.20689 17.82733 12.46650
H11 9.52064 15.34145 12.23430
Se1 6.78064 16.92657 11.84380
Sb1 5.63260 15.76378 13.59570
Se2 6.70170 8.95725 11.46766
Se3 9.16102 13.22609 14.75232
Se4 4.46349 13.85472 12.83961
C14 9.25544 15.78355 9.12569
C15 9.57826 14.42490 9.73102
C16 10.85746 14.08815 9.92033
C17 11.23511 12.81700 10.56603
N9 10.32180 12.55065 11.70027
C18 8.99219 12.78844 11.37427
C19 8.56245 13.53785 10.31721
H12 10.14342 16.24552 8.72464
H13 8.87316 16.37172 9.94352
H14 8.57602 15.78737 8.30247
H15 11.58717 14.81372 9.60516
H16 12.31194 12.84257 10.96505
H17 8.26875 12.32464 12.06527
H18 7.54117 13.66651 10.04422
S1 7.97176 6.78851 9.42283
C20 7.34463 7.77767 10.46167
C21 13.89949 12.93868 8.61851
Ge1 12.38014 11.83108 8.10244
C22 13.07872 10.15380 7.39517
C23 11.50645 12.70609 6.59180
C24 11.21400 11.61829 9.61098
H19 14.68406 12.89448 7.81372
H20 14.28849 12.49844 9.55456
H21 13.58139 13.97505 8.72410
H22 13.22775 10.29908 6.33128
H23 12.36161 9.37924 7.62067
H24 14.03153 9.87659 7.88192
H25 12.18903 12.83132 5.74969
H26 11.13876 13.67808 6.95467
H27 10.60649 12.15168 6.24296
H28 10.20777 11.53172 9.24016
H29 11.33878 10.68588 10.12241